[1]
The following is a DFT calculation (ωB97M-V/def2-TZVPD) of C5H5ClS in the gas phase in a non-equilibrium geometry.

Last column: Löwdin charge in e.
CARTESIAN COORDINATES (ANGSTROEM)
C1 -2.05 1.83 0.05  0.032
C2 -0.87 1.28 0.36  -0.246
C3 -0.50 -0.10 0.09  -0.748
S1 -1.65 -1.26 -0.24  0.747
C4 0.95 -0.45 0.10  -0.774
C5 1.33 -1.70 0.42  -0.006
Cl1 2.09 0.79 -0.24  0.697
H1 -2.24 2.86 0.29  0.057
H2 -2.92 1.20 -0.20  0.057
H3 -0.08 1.90 0.74  0.071
H4 2.38 -1.91 0.38  0.060
H5 0.60 -2.50 0.62  0.054

Output
- Kohn-Sham gap: 7.553 eV
- SMILES: C=CC(=S)C(=C)Cl
- Multiplicity: 1
- Relative energy (zero: lowest compared OMol25 entry of this formula, charge and spin): 20.2 kcal per mole
- LUMO level: -1.26 eV

---

[2]
The following is a DFT calculation (ωB97M-V/def2-TZVPD) of a molecular structure, C15H21N5O4S in a non-equilibrium geometry.

Last column: Löwdin charge in e.
CARTESIAN COORDINATES (ANGSTROEM)
C1 5.08 2.60 0.27  -0.034
H1 5.61 3.30 -0.52  0.122
H2 4.16 2.98 0.36  0.006
C2 5.15 1.16 -0.43  -0.379
N1 4.46 0.09 0.35  -0.167
S1 3.72 -1.21 -0.07  0.314
O1 3.87 -1.30 -1.38  -0.192
O2 4.17 -2.22 0.55  -0.149
C3 1.97 -0.84 0.08  -0.349
C4 1.53 0.34 0.08  0.011
C5 0.06 0.79 0.29  -0.026
C6 -0.85 -0.40 0.46  -0.183
N2 -2.03 -0.50 0.67  -0.025
C7 -3.04 -1.25 0.96  -0.252
H3 -3.93 -0.90 1.29  0.079
H4 -2.76 -2.18 1.69  0.166
C8 -3.46 -2.06 -0.38  -0.034
H5 -4.29 -2.72 -0.19  0.091
H6 -2.54 -2.26 -1.00  0.118
C9 -4.09 -0.76 -1.23  -0.190
N3 -5.24 -0.16 -0.85  -0.128
C10 -5.34 1.16 0.00  -0.216
N4 -6.40 1.45 0.41  0.044
C11 -7.23 0.31 0.25  -0.024
C12 -6.45 -0.51 -0.85  -0.090
H7 -6.63 -1.62 -1.01  0.134
H8 -8.18 0.04 0.38  0.016
H9 -4.34 1.88 -0.15  0.175
H10 -3.38 -0.09 -1.44  0.069
H11 -4.33 -1.29 -2.23  0.152
H12 -2.37 0.75 0.63  0.248
C13 -0.18 -1.81 0.50  0.035
C14 1.23 -1.92 0.47  -0.070
H13 1.63 -3.06 0.49  0.176
H14 -0.80 -2.70 0.83  0.115
N5 -0.30 2.13 0.17  -0.406
O3 0.50 2.82 -0.19  0.174
O4 -1.56 2.16 0.41  -0.026
H15 2.10 1.28 -0.11  0.125
H16 4.85 0.19 1.43  0.217
C15 6.61 0.69 -0.53  -0.001
H17 6.39 -0.17 -0.88  0.009
H18 7.02 0.72 0.25  -0.022
H19 6.94 1.30 -1.38  0.116
H20 4.41 1.21 -1.40  0.187
H21 5.75 2.59 1.10  0.062

Output
- Kohn-Sham gap: 7.441 eV
- Multiplicity: 1
- Relative energy (zero: lowest compared OMol25 entry of this formula, charge and spin): 370.8 kcal per mole
- LUMO level: -0.63 eV